ORCA calculation (the ωB97M-V functional and the def2-TZVPD basis) on C16H8Cl2N4O2 in the gas phase.

Element x y z (Å)
N -2.5469 2.5276 -0.4797
C -2.1631 1.6900 0.2525
C -1.7784 0.6729 1.1469
C -0.3603 0.3562 1.2839
C 0.3967 1.5821 1.6030
N 1.1248 2.4555 1.8779
C -0.0505 -0.6299 2.4003
O 1.0899 -0.6500 2.8346
C -1.1537 -1.4723 2.9464
Cl -0.6879 -2.7223 4.0100
C -2.4596 -1.2781 2.5983
Cl -3.7086 -2.2924 3.1531
C -2.8188 -0.2618 1.5639
O -3.9203 -0.2462 1.0021
C 0.2105 -2.6633 0.2075
C 0.5580 -1.3566 -0.3889
N 0.2897 -0.1063 0.0060
C 0.6675 0.7998 -1.0376
C 1.3101 0.0162 -1.9718
C 2.0595 0.4969 -3.0316
C 2.0940 1.8881 -3.1897
C 1.3709 2.7188 -2.3179
C 0.6410 2.1855 -1.2380
N 1.2024 -1.3007 -1.5533
H -0.1157 -2.5657 1.2381
H -0.6036 -3.1535 -0.3528
H 1.0974 -3.3119 0.2042
H 2.6084 -0.2134 -3.6548
H 2.6786 2.3365 -3.9936
H 1.3704 3.7950 -2.4852
H 0.0222 2.8232 -0.6151
H 1.5756 -2.1200 -2.0186

ΔE to the lowest compared entry with this formula, charge and spin   19.7 kcal/mol
F_max   0.064 hartree/bohr
Total charge   0
E_HOMO   -0.2884 Ha
DFT total energy   -1904.330550 a.u.
LUMO level   -1.36 eV